Record 1
A single C2H3I3Si molecule. Source: OMol25; level of theory: ωB97M-V with the def2-TZVPD basis set.

Results
HOMO (spin up / spin down)	-8.2 / -8.2	eV
orbital gap (spin up / spin down)	7.07 / 7.07	eV
maximum force	0.0932	Eh/bohr
SMILES	ICC=[Si](I)I
LUMO energy (spin up / spin down)	-1.13 / -1.13	eV

Structure (XYZ):
```
9
C2H3I3Si | OMol25 | ωB97M-V with the def2-TZVPD basis set
I -3.3710 -1.6781 0.1873
I 2.7542 0.1523 -1.7026
I -2.3250 2.2668 -0.4695
Si -1.6193 -0.0146 0.0396
C 0.1177 -0.5010 0.1718
C 1.3336 0.3173 0.2018
H 0.9402 1.2291 0.3265
H 2.0173 -0.1459 0.9367
H 0.1523 -1.6259 0.3084
```

Mulliken population analysis, charges in e, atoms 1 to 2:
1. I -0.020
2. I -0.081

Record 2
A 3-piece molecular cluster, C2H3IN2 overall. Source: OMol25; level of theory: ωB97M-V with the def2-TZVPD basis set.

Results
HOMO	-10.1	eV
orbital gap	10.62	eV
maximum force	0.0244	Eh/bohr
SMILES	C#N.C#N.I
LUMO energy	0.49	eV

Structure (XYZ):
```
8
C2H3IN2 | OMol25 | ωB97M-V with the def2-TZVPD basis set
I -3.0575 -0.0673 -0.5913
N -0.3106 2.0558 0.3686
N 1.0852 -1.3933 -0.1384
C 0.5134 1.3993 0.8157
C 0.0225 -1.7990 -0.2162
H 1.2434 0.6243 1.0486
H -0.9677 -2.1939 -0.1405
H -3.9666 1.0768 -1.1053
```

Mulliken population analysis, charges in e, atoms 1 to 2:
1. I -0.061
2. N -0.352

Record 3
A single C2H3IN2 molecule. Source: OMol25; level of theory: ωB97M-V with the def2-TZVPD basis set.

Results
HOMO	-8.2	eV
orbital gap	8.16	eV
maximum force	0.0941	Eh/bohr
LUMO energy	-0.02	eV

Structure (XYZ):
```
8
C2H3IN2 | OMol25 | ωB97M-V with the def2-TZVPD basis set
I -2.2720 0.9757 -0.0098
N -0.5188 -2.4781 0.0521
N -0.6063 -1.3547 -0.0447
C -0.5440 -0.1206 0.2302
C 0.7506 0.5921 0.0212
H 1.5680 -0.0013 -0.4419
H 1.0155 0.9145 0.9291
H 0.6071 1.4724 -0.7362
```

Mulliken population analysis, charges in e, atoms 1 to 2:
1. I 0.047
2. N -0.583

Record 4
C2H3IN2 as an isolated structure. Source: OMol25; level of theory: ωB97M-V with the def2-TZVPD basis set.

Results
HOMO	-9.6	eV
orbital gap	9.75	eV
maximum force	0.0871	Eh/bohr
LUMO energy	0.19	eV

Structure (XYZ):
```
8
C2H3IN2 | OMol25 | ωB97M-V with the def2-TZVPD basis set
I 3.2154 -0.1374 1.2962
N -0.7387 0.5934 -0.3372
N 0.5068 0.0982 0.5283
C -1.7248 -0.1692 -0.1112
C 1.5877 0.2533 -0.0166
H -1.7322 -1.1584 0.3731
H 1.6549 0.6281 -1.1087
H -2.7691 -0.1079 -0.6240
```

Mulliken population analysis, charges in e, atoms 1 to 2:
1. I 0.036
2. N -0.386

Record 5
A 2-piece molecular cluster, C2H3IN2O overall. Source: OMol25; level of theory: ωB97M-V with the def2-TZVPD basis set.

Results
HOMO	-9.1	eV
orbital gap	9.72	eV
maximum force	0.0767	Eh/bohr
LUMO energy	0.61	eV

Structure (XYZ):
```
9
C2H3IN2O | OMol25 | ωB97M-V with the def2-TZVPD basis set
I -3.1355 -0.0632 -0.3368
O -1.0171 -1.2520 1.2394
N -0.0201 0.7621 -0.4955
N 1.1010 0.6842 0.0151
C 2.1222 0.3694 0.5029
C -1.3158 -0.9319 0.1171
H -0.0113 1.4893 -1.2018
H -0.7983 -1.1926 -0.7967
H 3.0749 0.1347 0.9563
```

Mulliken population analysis, charges in e, atoms 1 to 2:
1. I 0.010
2. O -0.472

Record 6
A 2-piece molecular cluster, C2H3IN2O2 overall. Source: OMol25; level of theory: ωB97M-V with the def2-TZVPD basis set.

Results
HOMO	-8.6	eV
orbital gap	7.68	eV
maximum force	0.0494	Eh/bohr
LUMO energy	-0.94	eV

Structure (XYZ):
```
10
C2H3IN2O2 | OMol25 | ωB97M-V with the def2-TZVPD basis set
I 1.8853 -0.8638 1.0976
O 1.4279 1.5813 -2.2006
O -1.7869 -0.3588 0.6023
N 0.6618 -0.3112 -1.4391
N 1.4045 0.8347 -1.2897
C -1.5447 0.0827 1.6999
C 0.7704 -1.3511 -0.5389
H -2.1563 0.8786 2.0752
H -0.0266 -0.3949 -2.2391
H -0.6353 -0.0975 2.2323
```

Mulliken population analysis, charges in e, atoms 1 to 2:
1. I 0.111
2. O -0.451

For reference, DFT total energy by record: -34301.907; -13201.523; -13200.806; -13200.490; -15246.887; -17292.413 eV.
For reference, energy above the lowest of the compared OMol25 structures with the same formula, charge and spin by record: 58.9; 6.7; 23.3; 30.6; 86.5; 140.3 kcal per mole.